Entry 1:
Here is an isolated molecule of C6H10O from the Open Molecules 2025 dataset. Energies are from the ωB97M-V functional and the def2-TZVPD basis.

```
! wB97M-V def2-TZVPD RIJCOSX def2/J DEFGRID3
* xyz 0 1
C -0.209 -1.686 1.418
C -0.074 -0.445 0.598
C 0.398 0.741 0.990
C 0.474 1.786 -0.098
C -0.235 1.022 -1.271
C -0.416 -0.476 -0.876
O 0.334 -1.468 -1.573
H 0.341 -2.504 0.938
H -1.256 -2.002 1.483
H 0.177 -1.544 2.432
H 0.694 0.959 2.015
H 1.460 2.193 -0.302
H -0.145 2.662 0.239
H -1.121 1.524 -1.010
H -0.216 1.201 -2.363
H -1.456 -0.797 -1.043
H 1.250 -1.167 -1.577
*
```

Properties
HOMO level	-9.21	eV
E_LUMO	0.0345	Ha
frontier orbital gap	0.3728	hartree
SMILES	CC1=CCC[C@H]1O

Atom charges from the Löwdin analysis, given in e for atoms 1 to 6:
1. C -0.047
2. C -0.263
3. C -0.052
4. C -0.175
5. C -0.113
6. C -0.336


Entry 2:
Here is an isolated molecule of C6H10O from the Open Molecules 2025 dataset. Energies are from the ωB97M-V functional and the def2-TZVPD basis.

```
! wB97M-V def2-TZVPD RIJCOSX def2/J DEFGRID3
* xyz 0 1
C 2.047 0.476 0.026
C 0.937 -0.557 -0.158
C -0.004 -0.728 1.049
C -1.171 -0.329 0.176
O -2.424 -0.895 0.330
C -1.032 0.989 -0.569
C -0.447 -0.243 -1.111
H 3.016 0.081 0.378
H 1.763 1.250 0.760
H 2.233 0.963 -0.928
H 0.950 -1.233 -0.984
H 0.192 -0.013 1.862
H -0.123 -1.724 1.485
H -2.853 -0.397 1.036
H -1.954 1.324 -1.028
H -0.327 1.763 -0.278
H -0.803 -0.725 -2.046
*
```

Properties
HOMO level	-8.83	eV
E_LUMO	0.0364	Ha
frontier orbital gap	0.3608	hartree
SMILES	C[C@H]1C[C@@]2(O)C[C@@H]12

Atom charges from the Löwdin analysis, given in e for atoms 1 to 6:
1. C -0.078
2. C -0.231
3. C -0.071
4. C -0.507
5. O 0.034
6. C -0.045


Entry 3:
Here is a structure of composition C6H10O from the Open Molecules 2025 dataset. Energies are from the ωB97M-V functional and the def2-TZVPD basis.

```
! wB97M-V def2-TZVPD RIJCOSX def2/J DEFGRID3
* xyz 0 1
C -1.686 0.094 1.307
C -1.794 0.479 -0.136
C -1.004 -0.737 0.256
C 0.506 -0.749 0.191
C 1.255 -0.096 -0.984
C 2.090 0.553 0.122
O 1.134 0.161 1.118
H -1.033 0.701 1.926
H -2.559 -0.314 1.808
H -2.739 0.317 -0.646
H -1.250 1.362 -0.465
H -1.462 -1.697 0.025
H 0.864 -1.774 0.375
H 1.765 -0.757 -1.688
H 0.633 0.623 -1.525
H 3.061 0.065 0.287
H 2.230 1.638 0.090
*
```

Properties
HOMO level	-9.56	eV
E_LUMO	0.0440	Ha
frontier orbital gap	0.3951	hartree

Atom charges from the Löwdin analysis, given in e for atoms 1 to 6:
1. C -0.109
2. C -0.120
3. C -0.236
4. C -0.298
5. C -0.083
6. C -0.173


Entry 4:
Here is an isolated molecule of C6H10O from the Open Molecules 2025 dataset. Energies are from the ωB97M-V functional and the def2-TZVPD basis.

```
! wB97M-V def2-TZVPD RIJCOSX def2/J DEFGRID3
* xyz 0 1
C -0.142 0.675 2.089
C 0.277 0.436 0.591
C 0.377 -1.079 0.455
C 0.535 -1.400 -0.992
C 0.118 -0.415 -1.774
C -0.230 0.870 -1.054
O -1.442 1.402 -1.586
H -0.995 0.065 2.415
H 0.696 0.324 2.728
H -0.321 1.708 2.398
H 1.257 0.921 0.517
H -0.628 -1.428 0.721
H 1.072 -1.587 1.133
H 0.845 -2.379 -1.339
H -0.080 -0.556 -2.839
H 0.492 1.665 -1.246
H -1.832 0.778 -2.218
*
```

Properties
HOMO level	-9.19	eV
E_LUMO	0.0334	Ha
frontier orbital gap	0.3709	hartree
SMILES	C[C@H]1CC=C[C@H]1O

Atom charges from the Löwdin analysis, given in e for atoms 1 to 6:
1. C -0.082
2. C -0.216
3. C -0.216
4. C -0.091
5. C -0.081
6. C -0.247


Entry 5:
Here is a structure of composition C6H10O from the Open Molecules 2025 dataset. Energies are from the ωB97M-V functional and the def2-TZVPD basis.

```
! wB97M-V def2-TZVPD RIJCOSX def2/J DEFGRID3
* xyz 0 1
C 0.877 -0.348 1.943
C 0.290 0.500 0.848
O 1.532 0.978 -0.042
C 0.827 0.449 -1.125
C 0.468 -0.989 -1.075
C -0.430 -0.026 -0.370
C -1.836 0.350 -0.773
H 0.151 -0.654 2.702
H 1.365 -1.240 1.541
H 1.638 0.278 2.417
H -0.243 1.374 1.246
H 0.825 0.970 -2.078
H 0.071 -1.353 -2.014
H 1.062 -1.703 -0.515
H -2.616 -0.376 -0.511
H -2.119 1.316 -0.333
H -1.861 0.475 -1.862
*
```

Properties
HOMO level	-8.68	eV
E_LUMO	0.0382	Ha
frontier orbital gap	0.3572	hartree

Atom charges from the Löwdin analysis, given in e for atoms 1 to 6:
1. C -0.038
2. C -0.210
3. O -0.053
4. C -0.275
5. C -0.038
6. C -0.355


Entry 6:
Here is a cluster of 2 separate species, C6H10O in total from the Open Molecules 2025 dataset. Energies are from the ωB97M-V functional and the def2-TZVPD basis.

```
! wB97M-V def2-TZVPD RIJCOSX def2/J DEFGRID3
* xyz 0 1
O -0.320 -0.734 1.875
C -0.228 0.470 1.843
C -0.751 1.325 0.714
C -1.215 0.523 -0.498
C -0.121 -0.075 -1.347
C 1.206 -0.011 -1.138
C 1.553 -2.149 -0.109
H 0.230 1.020 2.693
H -1.592 1.897 1.135
H 0.006 2.078 0.449
H -1.827 1.174 -1.140
H -1.878 -0.285 -0.161
H -0.477 -0.547 -2.266
H 1.899 -0.354 -1.899
H 1.638 0.528 -0.298
H 0.819 -2.690 -0.740
H 1.058 -2.172 0.885
*
```

Properties
HOMO level (spin up / spin down)	-8.33 / -8.33	eV
E_LUMO (spin up / spin down)	-0.0005 / -0.0005	Ha
frontier orbital gap (spin up / spin down)	0.3056 / 0.3056	hartree

Atom charges from the Löwdin analysis, given in e for atoms 1 to 6:
1. O 0.028
2. C -0.256
3. C -0.173
4. C -0.203
5. C -0.155
6. C -0.089


Entry 7:
Here is a structure of composition C6H10O from the Open Molecules 2025 dataset. Energies are from the ωB97M-V functional and the def2-TZVPD basis.

```
! wB97M-V def2-TZVPD RIJCOSX def2/J DEFGRID3
* xyz 0 1
C 2.368 -0.135 -0.077
C 1.119 0.721 0.127
C -0.035 -0.072 0.708
O -1.113 0.762 1.204
C -2.059 -0.018 0.481
C -1.846 0.126 -0.984
C -1.001 -0.843 -0.190
H 2.188 -0.949 -0.789
H 2.694 -0.585 0.868
H 3.198 0.466 -0.461
H 0.810 1.180 -0.821
H 1.337 1.543 0.819
H 0.322 -0.712 1.528
H -2.991 -0.283 0.971
H -2.592 -0.346 -1.618
H -1.429 1.054 -1.371
H -0.970 -1.907 -0.393
*
```

Properties
HOMO level	-9.26	eV
E_LUMO	0.0424	Ha
frontier orbital gap	0.3827	hartree

Atom charges from the Löwdin analysis, given in e for atoms 1 to 6:
1. C -0.103
2. C -0.201
3. C -0.304
4. O -0.043
5. C -0.251
6. C -0.053


Entry 8:
Here is an isolated molecule of C6H10O from the Open Molecules 2025 dataset. Energies are from the ωB97M-V functional and the def2-TZVPD basis.

```
! wB97M-V def2-TZVPD RIJCOSX def2/J DEFGRID3
* xyz 0 1
C 1.766 -0.501 -0.404
C 0.643 0.036 0.485
C 0.141 1.434 0.058
C -1.190 1.198 -0.614
C -1.611 -0.048 -0.455
C -0.649 -0.777 0.432
O -0.531 -2.162 0.152
H 1.480 -0.465 -1.461
H 2.674 0.101 -0.269
H 1.998 -1.539 -0.148
H 0.979 0.016 1.529
H 0.835 1.934 -0.621
H -0.003 2.077 0.933
H -1.730 1.987 -1.127
H -2.552 -0.475 -0.801
H -1.133 -0.758 1.537
H -1.153 -2.160 0.900
*
```

Properties
HOMO level	-9.38	eV
E_LUMO	0.0324	Ha
frontier orbital gap	0.3770	hartree
SMILES	C[C@H]1CC=C[C@H]1O

Atom charges from the Löwdin analysis, given in e for atoms 1 to 6:
1. C -0.058
2. C -0.312
3. C -0.153
4. C -0.081
5. C -0.040
6. C -0.409


Entry 9:
Here is an isolated molecule of C6H10O from the Open Molecules 2025 dataset. Energies are from the ωB97M-V functional and the def2-TZVPD basis.

```
! wB97M-V def2-TZVPD RIJCOSX def2/J DEFGRID3
* xyz 0 1
C -1.337 1.353 1.461
O -0.484 1.375 0.338
C -0.740 0.344 -0.558
C -0.300 -1.095 -0.356
C 1.260 -1.118 0.387
C 1.716 -0.131 -0.709
C 0.357 -0.213 -1.386
H -1.039 2.186 2.102
H -1.239 0.412 2.023
H -2.392 1.482 1.176
H -1.689 0.451 -1.102
H -0.997 -1.926 -0.466
H 1.680 -2.109 0.229
H 0.450 -0.957 1.070
H 2.503 -0.552 -1.354
H 2.019 0.879 -0.416
H 0.232 -0.382 -2.437
*
```

Properties
HOMO level	-8.57	eV
E_LUMO	0.0404	Ha
frontier orbital gap	0.3553	hartree
SMILES	CO[C@@H]1[C@@H]2CC[C@@H]21

Atom charges from the Löwdin analysis, given in e for atoms 1 to 6:
1. C -0.092
2. O -0.135
3. C -0.299
4. C -0.132
5. C -0.046
6. C -0.139


Entry 10:
Here is an isolated molecule of C6H10O from the Open Molecules 2025 dataset. Energies are from the ωB97M-V functional and the def2-TZVPD basis.

```
! wB97M-V def2-TZVPD RIJCOSX def2/J DEFGRID3
* xyz 0 1
C 0.788 2.042 0.213
C -0.240 1.280 -0.525
C 0.196 0.013 -1.226
C -0.234 -1.132 -0.266
O -0.145 -2.447 -0.697
C -1.289 -0.614 0.649
C 0.231 -0.742 1.077
H 0.826 2.946 -0.414
H 0.424 2.400 1.186
H 1.812 1.645 0.326
H 1.277 -0.091 -1.424
H -0.358 -0.054 -2.171
H -0.896 -2.621 -1.279
H -1.823 -1.295 1.294
H -1.923 0.191 0.276
H 0.287 -1.473 1.870
H 1.069 -0.047 1.112
*
```

Properties
HOMO level	-7.89	eV
E_LUMO	0.0138	Ha
frontier orbital gap	0.3038	hartree

Atom charges from the Löwdin analysis, given in e for atoms 1 to 6:
1. C -0.177
2. C -0.025
3. C -0.161
4. C -0.560
5. O 0.037
6. C -0.048


Entry 11:
Here is a structure of composition C6H10O from the Open Molecules 2025 dataset. Energies are from the ωB97M-V functional and the def2-TZVPD basis.

```
! wB97M-V def2-TZVPD RIJCOSX def2/J DEFGRID3
* xyz 0 1
C -1.699 -0.761 -0.324
C -1.101 0.466 0.341
C 0.078 0.173 1.325
C 1.074 0.474 0.157
O 2.270 1.148 0.333
C 0.989 -0.632 -0.798
C -0.070 0.960 -0.615
H -2.110 -0.522 -1.315
H -2.510 -1.220 0.273
H -0.655 -1.221 -0.649
H -1.867 1.164 0.701
H 0.109 -0.828 1.774
H 0.173 0.942 2.094
H 2.936 0.449 0.365
H 1.410 -0.536 -1.786
H 1.170 -1.646 -0.377
H -0.197 1.590 -1.499
*
```

Properties
HOMO level	-8.39	eV
E_LUMO	0.0270	Ha
frontier orbital gap	0.3352	hartree

Atom charges from the Löwdin analysis, given in e for atoms 1 to 6:
1. C -0.087
2. C -0.340
3. C -0.036
4. C -0.612
5. O 0.034
6. C -0.008


Entry 12:
Here is an isolated molecule of C6H10O from the Open Molecules 2025 dataset. Energies are from the ωB97M-V functional and the def2-TZVPD basis.

```
! wB97M-V def2-TZVPD RIJCOSX def2/J DEFGRID3
* xyz 0 1
O 2.719 0.019 1.981
C 2.588 -0.613 0.959
C 1.534 -0.310 -0.080
C 0.286 0.344 0.514
C -0.784 0.627 -0.516
C -1.700 -0.478 -0.966
C -2.227 0.633 -0.099
H 3.276 -1.458 0.734
H 2.009 0.365 -0.810
H 1.287 -1.226 -0.632
H 0.574 1.266 1.030
H -0.126 -0.320 1.287
H -0.506 1.353 -1.279
H -2.011 -0.507 -2.006
H -1.572 -1.458 -0.511
H -2.897 1.361 -0.545
H -2.449 0.402 0.940
*
```

Properties
HOMO level	-9.74	eV
E_LUMO	0.0381	Ha
frontier orbital gap	0.3959	hartree
SMILES	O=CCCC1CC1

Atom charges from the Löwdin analysis, given in e for atoms 1 to 6:
1. O 0.047
2. C -0.265
3. C -0.163
4. C -0.186
5. C -0.317
6. C -0.130


Entry 13:
Here is a cluster of 2 separate species, C6H10O in total from the Open Molecules 2025 dataset. Energies are from the ωB97M-V functional and the def2-TZVPD basis.

```
! wB97M-V def2-TZVPD RIJCOSX def2/J DEFGRID3
* xyz 0 1
C -1.384 0.718 0.550
C -0.955 -0.535 0.696
C -0.670 -0.775 2.113
O -1.298 -1.615 2.713
H -2.203 0.947 -0.106
H -0.980 1.509 1.181
H -1.228 -1.378 0.071
H -0.004 -0.044 2.617
C 1.430 -0.643 -0.056
C 1.027 -0.401 -1.303
C 0.654 0.962 -1.787
H 1.578 -1.647 0.332
H 1.632 0.172 0.638
H 0.808 -1.239 -1.965
H 0.817 1.091 -2.860
H 1.196 1.744 -1.245
H -0.419 1.135 -1.588
*
```

Properties
HOMO level	-9.09	eV
E_LUMO	0.0328	Ha
frontier orbital gap	0.3667	hartree
SMILES	C=CC=O.C=CC

Atom charges from the Löwdin analysis, given in e for atoms 1 to 6:
1. C -0.006
2. C -0.198
3. C -0.316
4. O 0.049
5. H 0.070
6. H 0.084


Entry 14:
Here is an isolated molecule of C6H10O from the Open Molecules 2025 dataset. Energies are from the ωB97M-V functional and the def2-TZVPD basis.

```
! wB97M-V def2-TZVPD RIJCOSX def2/J DEFGRID3
* xyz 0 1
C -2.306 0.213 -0.192
C -0.826 0.117 0.075
C -0.316 1.030 1.156
C -0.062 -0.747 -0.598
C 1.376 -1.086 -0.308
C 2.440 -0.073 -0.676
O 2.249 1.081 -0.966
H -2.627 1.246 -0.366
H -2.860 -0.149 0.685
H -2.606 -0.395 -1.051
H -0.437 2.073 0.838
H 0.744 0.883 1.376
H -0.891 0.909 2.083
H -0.525 -1.314 -1.405
H 1.648 -2.030 -0.796
H 1.524 -1.275 0.767
H 3.475 -0.483 -0.622
*
```

Properties
HOMO level	-9.04	eV
E_LUMO	0.0350	Ha
frontier orbital gap	0.3672	hartree
SMILES	CC(C)=CCC=O

Atom charges from the Löwdin analysis, given in e for atoms 1 to 6:
1. C -0.070
2. C -0.349
3. C -0.054
4. C -0.085
5. C -0.166
6. C -0.270


Let's list energy relative to the best compared isomer or geometry (same formula, charge and spin) in order: 0.764, 3.044, 1.550, 1.765, 1.992, 5.072, 1.685, 1.319, 4.129, 5.121, 3.994, 0.718, 2.441, 0.412 eV.